{
  "formula": "C38H39BO23P",
  "method": "ωB97M-V with the def2-TZVPD basis set",
  "homo_lumo_gap_ev": 6.7,
  "e_homo_ev": -10.974,
  "lumo_ev": -4.25,
  "charge": 1,
  "elements": ["C", "B", "O", "P", "C", "C", "C", "C", "C", "O", "C", "C", "O", "H", "H", "H", "H", "H", "H", "H", "H", "H", "H", "H", "H", "H", "H", "H", "H", "H", "H", "H", "C", "C", "C", "O", "C", "C", "C", "O", "O", "O", "H", "H", "H", "H", "C", "C", "C", "O", "C", "C", "C", "O", "O", "O", "H", "H", "H", "H", "C", "C", "C", "O", "C", "C", "C", "O", "O", "O", "H", "H", "H", "H", "C", "C", "C", "O", "C", "C", "C", "O", "O", "O", "H", "H", "H", "H", "C", "C", "C", "O", "C", "C", "C", "O", "O", "O", "H", "H", "H", "H"],
  "positions_angstrom": [[6.07, -3.78, -0.84], [5.08, -2.48, -1.00], [5.71, -1.19, -1.00], [3.15, -2.67, -1.22], [2.16, -1.64, 0.02], [1.27, -0.47, -0.67], [-0.17, -0.29, 0.00], [-1.41, -0.68, -0.94], [-1.20, -2.01, -1.80], [-2.38, -2.89, -1.64], [-1.84, -4.21, -1.68], [-1.57, -4.89, -0.24], [-1.54, -4.82, -2.72], [6.64, -3.85, -1.84], [5.42, -4.69, -0.64], [6.87, -3.60, -0.04], [6.67, -1.38, -1.19], [2.76, -2.44, -2.59], [2.87, -4.06, -0.90], [1.39, -2.34, 0.53], [2.85, -1.18, 0.81], [1.86, 0.51, -0.47], [1.22, -0.56, -1.81], [-0.32, 0.79, 0.35], [-0.27, -0.92, 0.97], [-1.72, 0.21, -1.57], [-2.30, -0.89, -0.23], [-1.19, -1.73, -2.92], [-0.29, -2.64, -1.51], [-2.53, -5.03, 0.36], [-0.86, -4.19, 0.32], [-1.03, -5.88, -0.40], [0.96, -8.79, -6.20], [1.23, -8.57, -4.91], [0.25, -7.91, -4.01], [0.53, -7.75, -2.83], [-1.03, -7.48, -4.58], [-1.30, -7.70, -5.87], [-0.33, -8.38, -6.77], [-0.62, -8.57, -7.93], [-2.48, -7.30, -6.42], [2.43, -8.94, -4.37], [1.67, -9.26, -6.87], [-1.73, -6.99, -3.92], [-2.44, -7.57, -7.35], [2.38, -8.68, -3.43], [-2.89, 4.60, 2.86], [-2.28, 3.78, 2.01], [-2.71, 2.36, 1.86], [-2.15, 1.64, 1.05], [-3.81, 1.88, 2.70], [-4.41, 2.70, 3.57], [-4.00, 4.13, 3.69], [-4.58, 4.86, 4.48], [-5.42, 2.27, 4.36], [-1.25, 4.21, 1.23], [-2.59, 5.63, 2.98], [-4.10, 0.84, 2.60], [-5.69, 3.05, 4.89], [-0.99, 3.43, 0.70], [-2.72, 9.78, 0.68], [-3.27, 8.69, 1.24], [-3.16, 7.35, 0.60], [-3.65, 6.38, 1.15], [-2.47, 7.26, -0.69], [-1.93, 8.34, -1.25], [-2.01, 9.68, -0.59], [-1.49, 10.64, -1.13], [-1.29, 8.27, -2.44], [-3.93, 8.77, 2.43], [-2.79, 10.75, 1.14], [-2.42, 6.28, -1.15], [-0.99, 9.18, -2.63], [-4.23, 7.86, 2.62], [-7.24, 5.75, 9.44], [-7.79, 4.68, 10.01], [-7.69, 3.33, 9.38], [-8.19, 2.37, 9.94], [-7.00, 3.22, 8.10], [-6.46, 4.29, 7.52], [-6.53, 5.64, 8.17], [-6.00, 6.59, 7.62], [-5.81, 4.21, 6.32], [-8.46, 4.77, 11.19], [-7.30, 6.74, 9.89], [-6.95, 2.24, 7.64], [-5.51, 5.12, 6.13], [-8.75, 3.86, 11.40], [11.31, -2.04, -4.81], [10.62, -2.87, -5.60], [9.39, -3.56, -5.11], [8.78, -4.29, -5.87], [8.98, -3.33, -3.73], [9.67, -2.51, -2.94], [10.88, -1.80, -3.43], [11.47, -1.04, -2.68], [9.30, -2.29, -1.64], [11.01, -3.11, -6.88], [12.20, -1.53, -5.15], [8.09, -3.86, -3.38], [9.96, -1.66, -1.29], [10.35, -3.73, -7.24]]
}